Entry 1:
Below is a 2-piece molecular cluster, C4H8N2O overall at a distorted geometry, with properties calculated with ωB97M-V with the def2-TZVPD basis set.

Last column: Löwdin charge in e.
CARTESIAN COORDINATES (ANGSTROEM)
1 C 0.06868 2.20113 -1.25529  -0.05
2 C 0.14607 0.72056 -1.08246  -0.36
3 C 1.24103 -0.05926 -1.33160  -0.09
4 N 0.88020 -1.35572 -1.09246  0.04
5 C -0.46191 -1.32615 -0.81284  -0.21
6 N -0.89074 -0.09115 -0.71221  0.08
7 H 1.06501 2.55973 -1.54648  0.07
8 H -0.51867 2.49380 -2.14821  0.08
9 H -0.37382 2.79665 -0.46057  0.07
10 H 2.25030 0.22824 -1.44268  0.10
11 H 1.51789 -2.12492 -1.13263  0.14
12 H -0.98377 -2.24826 -0.43877  0.13
13 O -1.13265 -0.95530 4.50395  -0.06
14 H -1.78312 -1.24067 5.15130  0.03
15 H -1.02451 -1.59869 3.80096  0.03

Output
energy = -341.95757 Eh
HOMO energy = -8.5835 eV
orbital gap = 9.4 eV


Entry 2:
Below is a 2-piece molecular cluster, C4H8N2O overall at a distorted geometry, with properties calculated with ωB97M-V with the def2-TZVPD basis set.

Last column: Löwdin charge in e.
CARTESIAN COORDINATES (ANGSTROEM)
1 C 0.00000 0.00000 0.00000  -0.05
2 C 0.36469 -1.44866 0.15426  -0.36
3 C 0.94210 -2.15513 1.18502  -0.06
4 N 0.98185 -3.51093 0.76846  0.04
5 C 0.40283 -3.54256 -0.42275  -0.25
6 N 0.01958 -2.35782 -0.85620  0.08
7 H 0.56279 0.62377 -0.71469  0.08
8 H 0.16206 0.39635 1.01649  0.07
9 H -1.07429 0.07327 -0.23905  0.08
10 H 1.25370 -1.67047 2.11028  0.11
11 H 1.39963 -4.29901 1.26938  0.15
12 H 0.13061 -4.46349 -0.93838  0.12
13 O -4.76287 1.31174 0.35995  -0.09
14 H -5.36210 1.73365 -0.29669  0.05
15 H -4.06165 1.98259 0.52277  0.04

Output
energy = -341.95591 Eh
HOMO energy = -8.6636 eV
orbital gap = 9.6 eV


Entry 3:
Below is one molecule with the formula C4H8N2O at a distorted geometry, with properties calculated with ωB97M-V with the def2-TZVPD basis set.

Last column: Löwdin charge in e.
CARTESIAN COORDINATES (ANGSTROEM)
1 C -2.38388 -0.46179 -0.05593  -0.11
2 N -1.13335 0.27755 0.17014  -0.14
3 C 0.11614 -0.42942 -0.12322  -0.19
4 C 1.40430 0.29297 0.38476  -0.38
5 O 1.45103 1.56281 -0.16362  -0.03
6 C 2.65207 -0.45347 0.08987  -0.16
7 N 3.67126 -0.85668 -0.24266  0.16
8 H -2.46326 -1.09354 0.74855  0.04
9 H -3.31340 0.18253 -0.10911  0.11
10 H -2.27491 -1.02425 -0.92591  0.05
11 H -1.07198 1.17775 -0.27410  0.09
12 H -0.09444 -1.45574 0.19846  0.13
13 H 0.14875 -0.43781 -1.18979  0.11
14 H 1.14392 0.48894 1.53927  0.19
15 H 2.14773 2.23014 -0.04671  0.13

Output
energy = -341.89483 Eh
HOMO energy = -8.8608 eV
orbital gap = 9.6 eV


Entry 4:
Below is C4H8N2O as an isolated structure, with properties calculated with ωB97M-V with the def2-TZVPD basis set.

Last column: Löwdin charge in e.
CARTESIAN COORDINATES (ANGSTROEM)
1 O 2.86822 -0.94536 -0.13804  -0.02
2 C 1.74010 -0.46242 -0.03381  -0.69
3 N 0.66598 -1.41726 0.10310  0.02
4 C -0.70845 -1.04718 -0.13174  -0.20
5 C -0.91544 0.28388 0.54214  -0.16
6 C -0.94161 1.43815 -0.20414  0.02
7 N 1.34585 0.81579 0.06611  0.04
8 H 0.92906 -2.32087 -0.26821  0.12
9 H -0.99499 -0.94776 -1.19501  0.12
10 H -1.36811 -1.79726 0.32215  0.12
11 H -0.87742 0.36093 1.62446  0.15
12 H -2.12065 0.85766 0.15824  0.21
13 H -0.91251 2.40597 0.28473  0.11
14 H -0.91730 1.38441 -1.28748  0.11
15 H 2.19165 1.37239 0.15902  0.05

Output
energy = -341.82025 Eh
HOMO energy = -7.8907 eV
orbital gap = 7.4 eV


Entry 5:
Below is one molecule with the formula C4H8N2O, with properties calculated with ωB97M-V with the def2-TZVPD basis set.

Last column: Löwdin charge in e.
CARTESIAN COORDINATES (ANGSTROEM)
1 C -0.83863 0.85039 -0.91654  -0.01
2 C 0.26924 0.15501 -0.15548  -0.46
3 C 0.15905 -1.35732 -0.18779  -0.50
4 N -0.68134 -1.84902 0.75775  0.18
5 O 0.68395 -2.04233 -1.04202  0.07
6 C 1.59963 0.78153 -0.06521  -0.10
7 N 0.74866 0.67335 1.12770  0.05
8 H -0.96004 1.87597 -0.55169  0.08
9 H -0.60762 0.87118 -1.98535  0.09
10 H -1.78964 0.32060 -0.79200  0.08
11 H -0.91115 -1.27572 1.54650  0.10
12 H -0.77739 -2.84669 0.82911  0.11
13 H 2.50094 0.17635 -0.05986  0.11
14 H 1.71896 1.76410 -0.52213  0.11
15 H 0.32721 1.57501 1.33438  0.09

Output
energy = -341.95273 Eh
HOMO energy = -9.6157 eV
orbital gap = 10.6 eV


Entry 6:
Below is one molecule with the formula C4H8N2O at a distorted geometry, with properties calculated with ωB97M-V with the def2-TZVPD basis set.

Last column: Löwdin charge in e.
CARTESIAN COORDINATES (ANGSTROEM)
1 C 1.11773 1.81394 -0.46717  -0.12
2 N 0.71099 0.72357 0.41143  -0.09
3 C 0.12173 -0.41101 -0.26272  -0.33
4 C -1.19763 -0.12580 -0.89874  -0.17
5 N -2.31470 -0.00664 -1.18407  0.16
6 C -0.15521 -1.59665 0.70465  -0.22
7 O -1.39074 -1.50934 1.36128  -0.06
8 H 1.95314 1.49339 -1.10452  0.08
9 H 0.30599 2.19233 -1.11085  0.08
10 H 1.48452 2.64432 0.14204  0.08
11 H 0.08124 1.05631 1.13617  0.12
12 H 0.81396 -0.73821 -1.04779  0.15
13 H 0.61162 -1.58928 1.48084  0.13
14 H -0.05325 -2.53254 0.14481  0.12
15 H -2.08939 -1.41437 0.69465  0.07

Output
energy = -341.93455 Eh
HOMO energy = -9.7830 eV
orbital gap = 10.7 eV


Entry 7:
Below is a 2-piece molecular cluster, C4H8N2O overall, with properties calculated with ωB97M-V with the def2-TZVPD basis set.

Last column: Löwdin charge in e.
CARTESIAN COORDINATES (ANGSTROEM)
1 C -2.11991 1.23675 0.27174  -0.13
2 N -0.70136 0.90784 0.29544  -0.12
3 C -0.42891 -0.29663 -0.39983  -0.22
4 C 0.00861 -1.40570 0.17084  -0.17
5 N 0.58915 -2.34700 0.69771  0.16
6 H -2.42857 1.36061 -0.77155  0.08
7 H -2.75018 0.45461 0.72078  0.08
8 H -2.28401 2.18301 0.79096  0.08
9 H -0.35535 0.86096 1.24877  0.12
10 H -0.65136 -0.29160 -1.46341  0.12
11 H 1.60581 -2.15854 0.64518  0.05
12 C 2.25081 -0.04307 -0.65209  -0.16
13 O 2.80101 -0.91906 -0.01032  -0.06
14 H 1.95639 0.92645 -0.20669  0.09
15 H 2.04306 -0.15860 -1.73292  0.09

Output
energy = -341.86689 Eh
HOMO energy = -8.4341 eV
orbital gap = 9.3 eV


Entry 8:
Below is one molecule with the formula C4H8N2O at a distorted geometry, with properties calculated with ωB97M-V with the def2-TZVPD basis set.

Last column: Löwdin charge in e.
CARTESIAN COORDINATES (ANGSTROEM)
1 C -0.05119 -1.15270 1.63941  -0.10
2 N 0.39078 -0.03003 0.81609  -0.11
3 C -0.06039 -0.13639 -0.54657  -0.36
4 C 0.90142 -0.92143 -1.35325  -0.17
5 N 1.73092 -1.50098 -1.91468  0.15
6 C -0.30845 1.24994 -1.14980  -0.23
7 O -1.37227 1.90272 -0.50718  -0.05
8 H -0.11490 -2.11941 1.09473  0.09
9 H 0.58893 -1.34736 2.50634  0.08
10 H -0.97624 -0.66033 1.91629  0.08
11 H 1.33555 0.28312 0.95550  0.12
12 H -1.02583 -0.66820 -0.54789  0.16
13 H -0.58401 1.14553 -2.20114  0.13
14 H 0.62672 1.82585 -1.09351  0.13
15 H -1.08106 2.12968 0.38568  0.09

Output
energy = -341.92168 Eh
HOMO energy = -9.5567 eV
orbital gap = 10.4 eV


Entry 9:
Below is one molecule with the formula C4H8N2O, with properties calculated with ωB97M-V with the def2-TZVPD basis set.

Last column: Löwdin charge in e.
CARTESIAN COORDINATES (ANGSTROEM)
1 C 0.01900 0.38220 -1.38084  -0.11
2 N -2.11623 -0.14169 0.70867  0.08
3 C 1.15880 0.12795 -0.41196  -0.26
4 C -1.08483 -0.97919 0.42830  -0.19
5 C -0.24516 -0.91058 -0.68537  -0.20
6 O 2.32284 1.33513 1.04784  -0.11
7 N 1.16399 0.49585 0.88848  -0.04
8 H 2.47845 1.29620 2.00115  0.07
9 H -2.45460 -0.12435 1.65955  0.10
10 H -2.12250 0.75594 0.24525  0.09
11 H 2.11744 -0.11584 -0.89339  0.13
12 H -0.61564 1.22775 -1.13522  0.10
13 H 0.29601 0.30911 -2.42870  0.11
14 H -0.99689 -1.82211 1.10464  0.12
15 H 0.07933 -1.83637 -1.14841  0.12

Output
energy = -341.78216 Eh
HOMO energy (alpha / beta) = -7.0971 / -6.1876 eV
orbital gap (alpha / beta) = 8.1 / 6.8 eV


Entry 10:
Below is a 2-piece molecular cluster, C4H8N2O overall, with properties calculated with ωB97M-V with the def2-TZVPD basis set.

Last column: Löwdin charge in e.
CARTESIAN COORDINATES (ANGSTROEM)
1 C -0.17587 -0.56104 2.22995  -0.17
2 C -1.17917 0.10222 2.90274  -0.12
3 N -1.58774 1.09216 2.04408  0.02
4 C -0.83552 0.99427 0.91120  -0.21
5 N 0.03286 -0.00134 0.99214  0.03
6 H 0.40748 -1.41466 2.57511  0.10
7 H -1.62655 -0.03685 3.88692  0.11
8 H -2.32407 1.77970 2.22195  0.16
9 H -0.96125 1.66909 0.06449  0.12
10 C 1.33631 -0.78594 -3.28309  -0.18
11 O 1.72368 0.29110 -2.43550  -0.15
12 H 1.63566 -0.50465 -4.30675  0.08
13 H 0.24644 -0.95506 -3.26920  0.07
14 H 1.84209 -1.72883 -3.01521  0.08
15 H 1.46564 0.05987 -1.51880  0.06

Output
energy = -341.94705 Eh
HOMO energy = -9.0429 eV
orbital gap = 9.8 eV


Short version: energy above the lowest of the compared OMol25 structures with the same formula, charge and spin = 1.254; 1.299; 2.961; 4.990; 1.385; 1.880; 3.721; 2.230; 6.027; 1.540 eV, in the order given.